[1]
{
  "formula": "C39H35Cl2LuNO2P",
  "method": "ωB97M-V/def2-TZVPD",
  "elements": ["Lu", "C", "C", "C", "C", "C", "H", "H", "H", "H", "H", "Cl", "C", "C", "C", "C", "O", "C", "C", "O", "C", "H", "H", "H", "H", "Cl", "C", "C", "C", "C", "C", "C", "P", "C", "C", "C", "C", "C", "C", "C", "C", "C", "C", "C", "C", "H", "H", "H", "H", "H", "H", "H", "H", "H", "H", "H", "H", "H", "H", "C", "N", "C", "C", "C", "C", "C", "C", "C", "C", "H", "H", "H", "H", "H", "H", "H", "H", "H", "H", "H", "H"],
  "positions_angstrom": [[1.5480, -1.4548, 0.2296], [1.8632, -0.7676, -2.2582], [1.0110, -1.9374, -2.3425], [1.8922, -3.0559, -2.0062], [3.1318, -2.4891, -1.6301], [3.1534, -1.0604, -1.8050], [1.6247, 0.2498, -2.5306], [-0.0394, -1.9985, -2.7601], [1.5301, -4.0696, -1.9053], [4.0366, -2.9603, -1.4067], [4.0622, -0.4799, -1.7503], [6.0459, 2.0580, 5.4385], [5.1888, 1.0010, 4.2899], [5.5939, -0.3604, 4.1062], [4.9173, -1.0724, 3.1524], [3.7779, -0.6519, 2.4089], [3.1179, -1.5388, 1.7637], [3.4843, 0.6851, 2.5818], [2.4418, 1.3207, 1.7920], [1.7906, 0.7218, 0.9029], [4.1161, 1.4908, 3.5700], [6.3435, -0.7778, 4.7649], [5.1011, -2.1789, 3.0070], [2.3668, 2.4228, 2.0151], [3.8642, 2.5593, 3.6978], [-1.5654, 1.3160, -4.4049], [-1.9731, 2.9707, -3.9706], [-2.4935, 3.7664, -4.9620], [-2.7367, 5.1222, -4.7198], [-2.5599, 5.6306, -3.4848], [-1.9521, 4.8546, -2.4593], [-1.5834, 3.5185, -2.6966], [-0.6210, 2.4065, -1.6137], [-1.9173, 1.3628, -0.7779], [-1.7365, -0.0226, -0.8836], [-2.7369, -0.8456, -0.4089], [-3.8913, -0.3022, 0.1534], [-4.0684, 1.0346, 0.3029], [-3.0581, 1.8828, -0.2395], [0.0924, 3.6377, -0.4619], [-0.1097, 3.5664, 0.9140], [0.5991, 4.3353, 1.7799], [1.4694, 5.2895, 1.3393], [1.6688, 5.4039, -0.0614], [1.0211, 4.6243, -0.9249], [-2.7030, 3.3166, -5.9483], [-3.1368, 5.8340, -5.5095], [-2.7707, 6.6889, -3.2643], [-1.7721, 5.1887, -1.4472], [-0.8084, -0.4554, -1.1684], [-2.5670, -1.8901, -0.3572], [-4.5830, -1.0260, 0.5669], [-5.0512, 1.4030, 0.7179], [-3.2161, 2.9649, -0.1689], [-0.7687, 2.8600, 1.3591], [0.3010, 4.3222, 2.8230], [2.0124, 5.9979, 1.9726], [2.4085, 6.0877, -0.4651], [1.2551, 4.8428, -2.0147], [-1.4557, -4.4063, -1.5871], [-1.2043, -5.5059, -0.6615], [-2.4566, -6.0927, -0.2720], [-0.3184, -5.2365, 0.4737], [-0.6378, -4.0642, 1.3728], [-1.7314, -4.2086, 2.2666], [-2.2524, -3.1216, 3.0535], [-1.6464, -1.8852, 2.8735], [-0.6450, -1.7751, 1.9543], [-0.0658, -2.8090, 1.1973], [-1.7744, -4.8352, -2.5324], [-0.5555, -3.9028, -1.7779], [-2.1462, -3.6707, -1.1372], [-3.0599, -6.1558, -1.2124], [-3.0045, -5.4261, 0.4294], [-2.3171, -7.0651, 0.2127], [0.6873, -4.9869, 0.0512], [-0.2973, -6.1332, 1.0141], [-2.2236, -5.1667, 2.4314], [-3.0296, -3.1941, 3.7882], [-2.0160, -1.0188, 3.3885], [-0.2609, -0.6827, 1.8323]],
  "atomic_forces_ev_per_a": [[0.831, -0.189, 0.098], [-1.036, 0.919, -0.443], [1.222, -0.031, -0.188], [-1.071, 1.968, 0.670], [-0.220, 0.767, -0.364], [-0.994, -2.447, -0.154], [-0.595, 0.007, -0.083], [1.543, 0.211, 0.720], [0.446, -0.068, -0.114], [0.952, -1.211, 0.554], [-0.335, 0.313, 0.119], [-0.477, -0.680, -0.568], [-0.382, 0.062, -0.006], [-0.895, 1.286, -0.256], [0.452, -2.807, 0.251], [1.399, -0.894, 1.181], [-0.720, 0.058, -1.187], [-1.952, 2.133, -0.348], [0.969, -0.610, 0.172], [-0.090, 0.924, 0.633], [1.428, 0.375, 0.171], [0.119, -0.114, -0.298], [0.134, 1.369, 0.317], [-0.624, -0.816, -0.667], [-0.096, -0.753, -0.201], [-0.253, 0.347, 0.274], [1.008, 0.540, 0.663], [-0.362, -0.145, -0.956], [-1.086, 0.437, -2.003], [1.152, 0.872, 2.643], [-0.211, -1.113, -0.645], [-1.144, -0.280, -1.392], [0.459, 0.047, -0.107], [1.228, 0.560, -0.841], [-0.973, 0.354, 1.117], [0.215, 0.872, 0.154], [0.196, -1.708, 0.331], [-0.507, 1.598, -0.635], [-1.903, 0.381, 1.256], [0.003, 0.313, 0.249], [-0.018, -0.885, -1.481], [-0.121, 1.583, 1.698], [1.010, 0.892, -1.253], [1.324, 1.141, 2.190], [-1.301, -1.513, -2.562], [0.161, 0.364, 0.640], [0.538, -1.333, 0.855], [-0.012, -0.615, -0.179], [0.010, 0.601, -0.127], [0.603, -0.099, -0.722], [-0.031, -0.815, -0.104], [-0.301, 0.191, -0.044], [1.468, -0.130, -0.385], [0.202, -0.340, -0.164], [-0.667, -0.596, -0.087], [0.339, -0.226, 0.123], [-0.321, -0.490, 0.067], [-0.142, 0.202, 0.252], [-0.644, -0.866, 1.280], [-0.317, -0.679, 1.089], [0.187, 0.079, -0.139], [-0.788, 0.433, -0.438], [1.182, 1.799, -1.416], [-2.239, -0.326, 0.476], [-0.532, 1.003, 1.194], [1.758, -0.659, -1.392], [-1.078, -0.517, 0.274], [1.887, 1.761, -0.825], [0.043, 0.741, -0.044], [-0.543, 0.184, -0.047], [1.240, 0.710, -0.174], [-0.164, -0.195, -0.530], [0.238, -0.409, 0.931], [-0.097, -0.314, -0.294], [-0.073, 0.059, -0.219], [-0.547, -0.577, 0.309], [0.339, -1.373, 0.930], [0.327, 0.002, -0.209], [-0.360, -0.496, 0.060], [-0.052, 0.286, 0.242], [-0.335, -1.421, 0.115]],
  "e_tot_ev": -114549.7784,
  "e_above_lowest_kcal_mol": 56.12,
  "total_charge": 0,
  "orbital_gap_ev": 7.507,
  "e_lumo_ha": -0.021
}

***

[2]
{
  "formula": "C39H35ClCoN2Si2",
  "method": "ωB97M-V/def2-TZVPD",
  "elements": ["C", "C", "C", "H", "C", "C", "H", "H", "H", "H", "Co", "Si", "C", "C", "H", "C", "H", "C", "H", "C", "H", "C", "H", "C", "C", "H", "C", "H", "C", "H", "C", "H", "C", "H", "H", "Si", "C", "C", "H", "C", "H", "C", "H", "C", "H", "C", "H", "C", "C", "H", "C", "H", "C", "H", "C", "H", "C", "H", "H", "Cl", "C", "C", "C", "C", "N", "C", "C", "C", "C", "C", "C", "N", "H", "H", "H", "H", "H", "H", "H", "H"],
  "positions_angstrom": [[-2.2869, -0.8757, 0.2395], [-2.7587, -0.2377, -0.9510], [-2.4559, -1.0882, -2.0571], [-3.3609, 0.6665, -0.9934], [-1.7695, -2.2409, -1.5445], [-1.6670, -2.1046, -0.1275], [-1.2691, -2.8391, 0.5672], [-2.4176, -0.5256, 1.2556], [-2.7371, -0.8948, -3.0882], [-1.4688, -3.1214, -2.1002], [-0.8158, -0.5686, -1.0808], [-0.4429, -0.7882, -5.5407], [-0.1497, 0.8988, -6.3626], [1.0885, 1.1018, -6.9758], [1.9266, 0.4200, -6.7826], [1.2666, 2.1603, -7.8694], [2.2427, 2.2998, -8.3335], [0.2072, 3.0273, -8.1402], [0.3441, 3.8424, -8.8525], [-1.0134, 2.8585, -7.4841], [-1.8262, 3.5642, -7.6527], [-1.1953, 1.7986, -6.5882], [-2.1523, 1.6600, -6.0728], [0.0212, -1.8651, -7.0446], [-0.8804, -2.0179, -8.1131], [-1.8987, -1.6367, -8.0216], [-0.4693, -2.6347, -9.3010], [-1.1594, -2.7120, -10.1425], [0.8255, -3.1573, -9.4212], [1.1430, -3.6539, -10.3408], [1.7067, -3.0362, -8.3484], [2.7153, -3.4415, -8.4018], [1.3113, -2.3788, -7.1787], [2.0333, -2.2820, -6.3646], [-1.9081, -0.8944, -5.3979], [2.9689, 1.4851, -3.8953], [2.0804, -0.1735, -3.8488], [0.6414, -0.3692, -3.8830], [-0.0110, 0.4284, -3.4862], [0.1369, -1.7319, -3.9627], [-0.8459, -2.0023, -3.5748], [1.0592, -2.8245, -4.0544], [0.6381, -3.8142, -4.2141], [2.4030, -2.6008, -3.8982], [3.0933, -3.4379, -3.8251], [2.9015, -1.2916, -3.7953], [3.9775, -1.1530, -3.6704], [1.7287, 2.8716, -4.0660], [0.5627, 2.7694, -3.3103], [0.5184, 2.0426, -2.5036], [-0.5476, 3.5694, -3.5816], [-1.5158, 3.3272, -3.1395], [-0.3919, 4.6648, -4.4334], [-1.2391, 5.3276, -4.6069], [0.8380, 4.8916, -5.0644], [0.9694, 5.7644, -5.7093], [1.8872, 3.9830, -4.9031], [2.8281, 4.1136, -5.4395], [3.9282, 1.5662, -4.9478], [3.9048, 1.7254, -2.0728], [-0.6621, 3.5471, -0.0508], [0.6187, 3.6721, 0.4928], [1.4316, 2.5440, 0.5310], [0.9350, 1.3206, 0.0807], [-0.3222, 1.2049, -0.4884], [-1.0923, 2.3304, -0.5595], [1.6373, 0.0553, 0.1691], [2.8036, -0.1661, 0.9076], [3.2985, -1.4580, 1.0291], [2.6728, -2.4809, 0.3085], [1.5423, -2.2140, -0.4547], [0.9750, -0.9731, -0.4745], [-1.3416, 4.3972, -0.1025], [0.9791, 4.6243, 0.8796], [2.4555, 2.5704, 0.9026], [-2.0650, 2.2245, -1.0312], [3.2633, 0.6875, 1.4026], [4.1473, -1.6651, 1.6759], [3.0431, -3.5057, 0.3422], [1.0398, -2.9837, -1.0441]],
  "atomic_forces_ev_per_a": [[-1.306, -0.228, 0.465], [-1.704, -0.513, 0.503], [-0.517, -0.321, -0.112], [0.238, -0.263, -0.025], [-1.004, -1.219, -0.028], [-1.044, -0.330, -0.030], [0.151, 0.255, -0.217], [0.118, 0.082, -0.160], [0.095, -0.068, 0.189], [-0.045, 0.128, 0.094], [2.589, 0.879, -0.535], [-0.231, 0.097, -2.196], [-0.250, -0.264, -0.008], [0.041, 0.504, -0.372], [-0.331, 0.172, -0.117], [0.036, -0.199, 0.303], [-0.258, 0.035, -0.016], [-0.051, -0.054, 0.100], [-0.079, -0.194, 0.216], [0.045, 0.002, 0.149], [0.163, -0.142, -0.043], [0.327, 0.111, -0.267], [0.286, 0.056, -0.270], [-0.026, 0.032, 0.266], [0.450, -0.102, -0.140], [0.232, -0.038, -0.086], [0.037, -0.053, 0.154], [0.132, -0.018, 0.252], [-0.154, 0.158, 0.231], [-0.138, 0.174, 0.277], [-0.070, 0.104, 0.120], [-0.171, 0.052, -0.115], [0.158, -0.256, -0.375], [-0.243, 0.002, -0.338], [-0.186, 0.267, 0.235], [-1.581, 0.319, 0.706], [0.329, -0.723, 0.036], [0.830, 1.063, 1.076], [0.300, -0.514, -0.222], [-0.797, -1.182, -0.081], [0.457, 0.341, 0.007], [1.169, 0.081, 0.428], [0.246, 0.039, 0.192], [-1.280, -1.828, 0.040], [-0.114, 0.082, -0.238], [0.181, 2.077, -0.008], [-0.209, -0.019, -0.131], [0.350, 0.352, 0.322], [-0.444, -0.030, -0.162], [-0.139, -0.042, -0.344], [0.416, 0.295, 0.056], [0.316, 0.304, 0.059], [0.094, -0.294, -0.101], [0.230, -0.111, -0.074], [0.017, 0.040, 0.114], [-0.065, -0.288, 0.217], [-0.358, -0.182, -0.143], [-0.287, 0.042, -0.007], [0.791, -0.069, -0.626], [0.340, -0.056, 0.161], [-0.350, 0.024, -0.156], [0.265, -0.447, -0.009], [-0.066, 0.134, -0.010], [-1.216, 0.339, -0.715], [0.784, 2.385, 0.973], [1.220, -0.440, 0.482], [-0.478, -1.351, -0.312], [-0.177, -0.130, 0.088], [-0.182, 0.458, -0.163], [-0.360, -0.395, -0.275], [0.074, 0.992, 0.645], [2.276, -0.199, 0.078], [0.228, -0.157, 0.041], [-0.106, -0.217, -0.163], [-0.315, 0.230, -0.039], [0.271, -0.024, 0.141], [0.008, -0.366, 0.021], [-0.091, 0.034, -0.221], [0.007, 0.306, -0.023], [0.126, 0.281, 0.237]],
  "e_tot_ev": -109893.3245,
  "e_above_lowest_kcal_mol": 11.84,
  "total_charge": 0,
  "spin_multiplicity": 4,
  "orbital_gap_ev": [4.879, 7.157],
  "e_lumo_ha": [-0.007, -0.009]
}

***

[3]
{
  "formula": "C39H35ClIrN2Si2",
  "method": "ωB97M-V/def2-TZVPD",
  "elements": ["C", "C", "C", "H", "C", "C", "H", "H", "H", "H", "Ir", "Si", "C", "C", "H", "C", "H", "C", "H", "C", "H", "C", "H", "C", "C", "H", "C", "H", "C", "H", "C", "H", "C", "H", "H", "Si", "C", "C", "H", "C", "H", "C", "H", "C", "H", "C", "H", "C", "C", "H", "C", "H", "C", "H", "C", "H", "C", "H", "H", "Cl", "C", "C", "C", "C", "N", "C", "C", "C", "C", "C", "C", "N", "H", "H", "H", "H", "H", "H", "H", "H"],
  "positions_angstrom": [[0.6149, 0.3305, 2.0659], [1.4455, -0.5110, 1.2883], [1.7923, 0.2037, 0.0687], [1.8620, -1.4801, 1.5667], [1.0282, 1.4720, 0.0753], [0.3129, 1.5038, 1.3372], [-0.2733, 2.3583, 1.6814], [0.2966, 0.1260, 3.0916], [2.6696, 0.0610, -0.5588], [1.2442, 2.2753, -0.6278], [-0.0756, -0.1012, -0.8299], [1.2720, -0.3724, -7.2138], [1.6472, -2.0047, -8.0244], [1.2707, -2.3541, -9.3352], [0.5835, -1.7232, -9.9031], [1.8239, -3.4987, -9.9331], [1.5709, -3.7435, -10.9709], [2.6811, -4.3306, -9.2020], [3.0685, -5.2492, -9.6480], [3.0268, -4.0044, -7.8856], [3.6706, -4.6558, -7.2949], [2.5342, -2.8300, -7.3166], [2.8633, -2.5513, -6.3108], [1.9909, 0.8987, -8.3371], [3.2674, 0.5554, -8.8231], [3.6193, -0.4802, -8.7602], [4.1300, 1.5477, -9.2832], [5.1353, 1.2692, -9.5927], [3.7067, 2.8814, -9.2869], [4.4120, 3.6622, -9.5686], [2.4000, 3.2040, -8.9089], [2.0664, 4.2407, -8.9539], [1.5336, 2.2194, -8.4244], [0.5370, 2.4829, -8.0670], [2.1937, -0.1939, -6.0568], [0.7940, -0.3658, -2.9243], [2.0426, 1.0639, -3.2449], [3.4225, 0.8297, -3.3160], [3.8248, -0.1849, -3.3051], [4.3253, 1.9032, -3.4045], [5.4002, 1.7196, -3.4688], [3.8523, 3.2166, -3.4012], [4.5440, 4.0574, -3.4671], [2.4816, 3.4609, -3.2954], [2.1037, 4.4829, -3.2796], [1.5888, 2.3853, -3.2118], [0.5249, 2.5879, -3.0954], [1.7704, -2.0071, -3.0813], [2.6197, -2.3748, -2.0362], [2.6860, -1.7569, -1.1414], [3.3865, -3.5440, -2.0863], [4.0292, -3.8069, -1.2443], [3.3064, -4.3614, -3.2142], [3.8823, -5.2848, -3.2482], [2.4592, -4.0189, -4.2684], [2.4317, -4.6634, -5.1518], [1.6661, -2.8637, -4.1861], [0.9858, -2.6206, -5.0047], [-0.1651, -0.2486, -6.7755], [-0.8083, -0.3740, -4.2201], [-1.1359, -3.8235, 1.0203], [-2.4605, -3.6270, 1.4158], [-3.0542, -2.3965, 1.1706], [-2.3505, -1.3960, 0.4819], [-1.0775, -1.6443, 0.0469], [-0.4563, -2.8137, 0.3598], [-2.8224, -0.0426, 0.2104], [-4.0555, 0.5021, 0.5884], [-4.3301, 1.8442, 0.3632], [-3.3395, 2.6432, -0.2121], [-2.1272, 2.0793, -0.5817], [-1.9054, 0.7492, -0.4250], [-0.6168, -4.7526, 1.2377], [-3.0212, -4.4203, 1.9019], [-4.0725, -2.1640, 1.4547], [0.6020, -2.8698, 0.0957], [-4.7732, -0.1764, 1.0364], [-5.2951, 2.2628, 0.6314], [-3.4879, 3.7071, -0.3555], [-1.2794, 2.6588, -0.9587]],
  "atomic_forces_ev_per_a": [[-0.185, 0.529, -0.015], [0.819, 0.971, 0.576], [-0.154, 1.037, 0.442], [-0.234, 0.383, -0.003], [0.997, -1.098, 0.490], [0.823, -0.007, 1.188], [0.107, -0.479, -0.063], [-0.111, -0.026, -0.566], [-0.269, 0.009, 0.201], [-0.136, -0.048, 0.365], [-0.692, -0.480, -1.063], [-0.393, -0.093, -0.113], [0.178, -0.369, 0.211], [0.521, -0.430, 0.179], [0.234, -0.145, 0.141], [-0.257, 0.203, 0.199], [0.087, 0.047, 0.462], [-0.062, 0.043, 0.202], [-0.090, 0.337, 0.066], [-0.232, 0.060, -0.273], [-0.030, 0.107, -0.261], [0.088, -0.252, -0.373], [-0.112, -0.038, -0.535], [-0.038, 0.377, -0.273], [0.013, 0.479, 0.141], [-0.144, 0.389, -0.077], [-0.276, 0.002, 0.139], [-0.164, 0.188, -0.006], [-0.094, -0.239, -0.011], [-0.269, -0.123, -0.065], [0.037, 0.084, 0.027], [0.104, -0.218, 0.004], [0.696, -0.081, -0.134], [0.251, -0.024, -0.104], [-0.359, -0.372, 0.284], [1.832, -0.315, -2.102], [-0.470, -0.467, 0.373], [0.403, 0.333, -0.082], [-0.200, 0.214, -0.075], [-0.297, -0.096, 0.045], [-0.373, -0.021, 0.003], [-0.142, -0.080, 0.040], [-0.148, -0.277, 0.007], [-0.159, -0.324, -0.045], [0.108, -0.236, -0.009], [0.322, 0.459, -0.035], [0.073, -0.004, -0.155], [-0.650, 0.167, 0.012], [0.406, -0.427, 0.299], [0.068, -0.208, -0.276], [-0.277, 0.224, -0.123], [-0.152, 0.043, -0.283], [-0.085, 0.061, 0.163], [-0.068, 0.228, -0.092], [-0.111, 0.099, 0.233], [-0.184, 0.294, 0.319], [0.234, -0.168, -0.002], [0.172, -0.080, 0.233], [0.551, 0.189, -0.447], [-0.111, 0.029, 0.021], [0.622, 0.105, -0.253], [-0.351, 0.484, -0.169], [0.055, 0.246, -0.468], [0.397, -0.636, -0.028], [-0.172, -0.822, 1.126], [-0.778, -0.061, 0.212], [0.222, 0.747, -0.267], [0.046, -0.269, -0.162], [0.115, -0.594, -0.034], [0.664, 0.142, -0.210], [-0.777, -0.344, 0.283], [-0.619, 0.820, 0.524], [-0.108, 0.156, -0.029], [0.138, 0.174, -0.009], [0.048, -0.288, 0.168], [-0.457, -0.187, -0.098], [-0.086, 0.324, 0.040], [0.177, -0.066, 0.009], [-0.028, -0.110, 0.012], [-0.506, -0.181, -0.057]],
  "e_tot_ev": -75099.7762,
  "e_above_lowest_kcal_mol": 0.12,
  "total_charge": 1,
  "spin_multiplicity": 5,
  "orbital_gap_ev": [5.279, 5.485],
  "e_lumo_ha": [-0.132, -0.183]
}